Entry 1:
# C26H25N3O4S

One molecule with the formula C26H25N3O4S in a non-equilibrium geometry (the ωB97M-V functional and the def2-TZVPD basis, the OMol25 dataset).

```
59
Properties=species:S:1:pos:R:3:forces:R:3
C 4.09609 -1.98670 -1.20984 0.235 0.091 0.190
H 3.63736 -2.87384 -0.78063 -0.087 -0.129 0.000
H 4.60353 -2.26647 -2.12940 0.007 -0.078 -0.125
H 3.31196 -1.27044 -1.44134 -0.080 0.046 -0.051
C 5.09602 -1.37884 -0.22920 -0.030 -0.094 -0.647
N 4.44361 -0.97200 0.99616 0.022 1.123 0.304
S 4.67565 0.62909 1.40205 -0.229 -0.105 -0.421
O 6.04002 1.04538 1.21829 -0.096 -0.026 -0.201
O 4.06781 0.84918 2.68036 -0.200 -0.209 0.102
C 3.68329 1.42256 0.13646 0.395 -0.226 0.323
C 2.41389 0.94515 -0.09991 -0.242 0.065 -0.107
C 1.61546 1.53519 -1.07852 0.309 0.025 0.250
C 2.09703 2.63611 -1.80649 -0.007 -0.117 0.111
C 3.38423 3.09415 -1.53903 -0.060 -0.073 0.072
C 4.18056 2.49451 -0.57966 0.116 -0.029 0.080
H 5.18235 2.83798 -0.37440 0.121 0.084 -0.041
H 3.76693 3.93601 -2.09690 0.023 0.058 -0.063
C 1.27325 3.31291 -2.85058 -0.104 0.111 -0.095
H 0.87892 2.59199 -3.56356 -0.048 0.033 -0.069
H 1.85983 4.05911 -3.38002 0.056 0.030 -0.028
H 0.41385 3.79611 -2.38920 -0.049 0.035 -0.071
C 0.26182 0.97413 -1.33000 -0.192 0.428 -0.343
O -0.65874 1.55388 -1.84384 0.204 -0.139 0.136
O 0.21301 -0.31328 -0.93077 0.001 -0.441 0.217
C -0.97006 -1.03460 -1.01524 -0.425 -0.246 -0.119
C -2.18196 -0.52180 -0.59047 0.096 -0.013 0.009
C -3.32872 -1.31044 -0.66459 0.512 -0.213 -0.186
C -3.23711 -2.61352 -1.14727 -0.066 0.130 0.036
C -2.01527 -3.11917 -1.55381 0.013 -0.021 -0.028
C -0.87795 -2.33495 -1.49809 0.134 0.313 0.082
H 0.08092 -2.71284 -1.81699 0.107 -0.033 -0.037
H -1.94751 -4.13255 -1.91971 0.016 -0.079 -0.017
H -4.11258 -3.24358 -1.18184 -0.085 -0.058 -0.010
C -4.60130 -0.74100 -0.20867 -0.319 0.463 0.438
N -4.54920 0.20754 0.70059 0.359 -0.299 -0.258
C -5.70760 0.73238 1.13921 -0.666 -0.131 -0.142
C -5.69321 1.74849 2.11648 -0.157 0.106 0.099
C -6.87342 2.26420 2.57392 0.305 0.035 0.038
C -8.10488 1.79524 2.08309 -0.219 -0.174 -0.169
C -8.15257 0.81458 1.13113 -0.057 0.170 0.150
C -6.95457 0.26571 0.63647 0.536 0.244 0.247
N -6.98831 -0.68812 -0.32018 -0.176 -0.213 -0.201
C -5.85150 -1.17066 -0.73105 -0.118 0.040 0.037
H -5.90402 -1.90944 -1.51961 0.108 -0.080 -0.054
H -9.08609 0.44260 0.73851 -0.089 -0.036 -0.046
H -9.01978 2.22178 2.46720 -0.081 0.012 0.010
H -6.86956 3.04187 3.32354 0.032 0.055 0.053
H -4.73815 2.09223 2.48189 0.099 0.029 0.038
H -2.26117 0.48114 -0.20415 0.019 0.042 0.002
H 2.04971 0.11447 0.48244 -0.085 -0.113 -0.041
C 4.38412 -1.90896 2.09913 0.021 -0.064 0.611
C 5.71997 -2.09334 2.81372 -0.208 -0.008 -0.157
H 5.59914 -2.76281 3.66151 0.043 -0.066 0.091
H 6.07001 -1.12745 3.16936 0.102 0.012 0.118
H 6.47063 -2.51037 2.14589 0.108 -0.042 -0.011
H 4.01097 -2.86200 1.71408 -0.061 0.116 -0.026
H 3.65434 -1.49874 2.79932 -0.028 -0.276 0.008
H 5.89974 -2.09379 -0.02398 0.034 0.159 0.042
H 5.54925 -0.48396 -0.66185 0.132 -0.225 -0.133
```
Positions in Å, forces in eV/Å.

HOMO level, Eh: -0.3243
Gap between HOMO and LUMO, eV: 8.5
ΔE to the lowest compared entry with this formula, charge and spin, kcal per mole: 35.34
Electronic energy, eV: -50863.6874

Entry 2:
# C19H29N7O2V

C19H29N7O2V as an isolated structure in a non-equilibrium geometry (the ωB97M-V functional and the def2-TZVPD basis, the OMol25 dataset).

```
58
Properties=species:S:1:pos:R:3:forces:R:3
V -1.65929 2.05246 -1.30545 -3.882 2.401 0.753
C -2.80962 -4.65850 0.00521 -1.605 -0.672 0.795
C -1.43750 -4.12146 -0.43758 1.573 -0.608 -0.278
C -1.09941 -4.62318 -1.90721 2.167 0.546 0.914
C -0.26719 -4.58532 0.50658 -0.477 1.137 0.658
C -1.66514 -2.63930 -0.50683 -1.613 -1.775 -1.744
C -2.54542 -2.12662 -1.56362 1.696 -0.418 1.844
C -2.69693 -0.77900 -1.64179 -0.936 0.369 -0.633
N -2.06007 0.09748 -0.80340 1.017 1.095 -0.501
C -1.30507 -0.38262 0.19249 2.101 1.361 1.027
C -1.23405 -1.76609 0.47776 -0.428 0.537 0.380
C -0.37769 0.60151 0.82435 -0.461 0.436 -0.978
C 0.68520 0.35296 1.68497 1.036 0.025 0.547
C 1.57064 1.40916 2.14594 0.871 0.470 -0.584
C 1.04878 2.71483 1.89114 -0.157 -0.280 2.092
C -0.09486 2.92807 1.14830 0.339 -0.142 -1.558
N -0.54395 1.91019 0.36577 -2.131 -0.793 0.125
C 3.03935 1.33670 2.72677 0.286 1.150 0.491
C 3.91121 2.22035 1.78403 0.125 -0.619 -0.980
C 3.83298 0.04336 2.77180 -1.258 -2.062 0.500
C 3.17041 2.01771 4.16451 -0.317 0.017 -0.583
H -2.87146 -5.75286 -0.11631 0.349 0.342 -0.135
H -3.63421 -4.22426 -0.55747 0.032 -0.148 -0.377
H -3.11337 -4.46339 1.05147 0.733 0.086 -0.241
H -0.44614 -5.51651 -1.90801 -0.105 0.559 0.490
H -0.50280 -3.79253 -2.37113 -0.632 -0.898 -0.121
H -1.91693 -4.96824 -2.45700 -1.630 0.139 -0.977
H -0.16083 -5.68708 0.61691 -0.174 0.791 -0.529
H -0.50919 -4.23069 1.53814 0.178 -0.270 -0.377
H 0.70300 -4.10256 0.23956 -0.634 -0.619 -0.056
H -3.03736 -2.80159 -2.24201 -0.065 -0.089 -0.178
H -3.32582 -0.32799 -2.41989 0.282 -0.216 0.230
H -1.01846 -2.14656 1.46926 0.495 0.025 0.030
H 0.90897 -0.66152 1.96788 -0.009 -0.273 0.256
H 1.40093 3.55926 2.49070 0.261 -0.212 -0.400
H -0.58571 3.90530 0.99183 0.566 -0.486 0.272
H 3.87883 1.89757 0.73276 -0.464 0.044 0.093
H 4.97054 2.00883 2.00427 -0.514 0.641 0.394
H 3.65632 3.25775 1.84758 0.161 0.732 0.054
H 3.65550 -0.56661 1.83705 0.680 0.575 0.852
H 3.47607 -0.56791 3.63723 0.315 0.171 -0.670
H 4.91911 0.23952 2.97971 -1.162 -0.191 -0.492
H 2.62609 2.95094 4.29383 -0.131 0.146 -0.300
H 4.22650 2.27558 4.27900 -0.112 -0.212 0.044
H 2.85808 1.38061 4.98640 0.030 -0.338 -0.116
N -3.50471 2.59276 -1.11892 2.913 -1.226 -1.029
N -1.14637 3.84554 -1.87538 0.575 -1.849 1.350
C -0.42968 3.24214 -2.85839 0.444 2.159 -2.803
N 0.48664 3.89898 -3.55759 -0.694 -2.052 0.902
N -1.01713 1.99889 -3.09991 0.131 1.153 1.176
N -0.51724 1.14556 -4.05284 4.293 -3.808 -1.740
O 0.62850 1.43304 -4.52193 -3.500 -0.083 0.951
O -1.06091 0.05211 -4.19627 0.098 2.796 0.478
H -3.91653 3.37121 -1.64636 0.382 0.466 0.270
H -4.09382 1.80253 -1.36707 -0.532 -0.467 0.603
H -0.75839 4.75173 -1.58274 -0.617 -0.134 0.173
H 0.63786 4.89046 -3.36546 0.298 -0.243 -0.281
H 1.07171 3.30730 -4.17262 -0.187 0.814 -0.084
```
Positions in Å, forces in eV/Å.

Multiplicity: 2
HOMO level (alpha / beta), Eh: -0.7908 / -0.7892
Gap between HOMO and LUMO (alpha / beta), eV: 4.6 / 3.7
Net charge: +4
Electronic energy, eV: -60334.3268

Entry 3:
# C3H6N2OS

One molecule with the formula C3H6N2OS in a non-equilibrium geometry (the ωB97M-V functional and the def2-TZVPD basis, the OMol25 dataset).

```
13
Properties=species:S:1:pos:R:3:forces:R:3
C -1.19222 2.76347 1.11770 0.649 -0.586 0.541
C -1.08533 1.35723 0.52145 0.063 1.288 0.279
C 1.06817 -1.10081 -0.00769 -0.828 0.835 -0.520
H -0.40292 2.84676 1.92130 -1.047 0.074 -0.625
H -0.95840 3.51093 0.36554 0.077 0.109 -0.196
H -2.20952 2.96551 1.48300 0.528 -0.292 0.014
H -1.79481 -0.35126 -0.02404 -0.507 1.901 0.843
H 0.73855 1.81211 -0.25318 0.525 0.855 -0.599
H 1.32278 -0.79281 1.01327 0.238 -0.490 -0.179
N -2.07167 0.59204 0.42651 0.082 -2.287 -0.844
N 0.24895 1.07355 0.18269 -0.259 -1.292 0.813
O 0.38665 -0.07641 -0.61737 0.179 -0.074 -0.055
S 1.26415 -2.44740 -0.85126 0.300 -0.042 0.526
```
Positions in Å, forces in eV/Å.

HOMO level, Eh: -0.3452
Gap between HOMO and LUMO, eV: 9.4
ΔE to the lowest compared entry with this formula, charge and spin, kcal per mole: 77.16
Electronic energy, eV: -19068.8207